56
Properties=species:S:1:pos:R:3:mulliken_charge:R:1 method="wB97M-V/def2-TZVPD" de_lowest_kcal_mol=71.3 s_squared=8.75 gap_ev="5.2 / 5.1" charge=+1 lumo_energy_ha="-0.25715 / -0.26042" multiplicity=6
Mn -16.14268 -9.07400 -15.89871 1.101
C -17.49733 -11.52451 -19.20286 -0.309
C -17.32609 -10.57032 -18.04266 1.001
O -18.31337 -9.91051 -17.66620 -0.664
O -16.25542 -10.54690 -17.35230 -0.588
H -18.08268 -12.38621 -18.89101 -0.200
H -16.63252 -11.93757 -19.72442 0.163
H -17.92258 -10.92596 -20.01148 0.183
C -14.58361 -14.21166 -19.57143 -0.618
O -13.61885 -15.18233 -19.20358 -0.523
H -15.31574 -14.20350 -18.76360 0.162
H -14.09155 -13.23473 -19.65003 0.296
H -15.09226 -14.42349 -20.51646 0.373
H -13.01709 -15.28460 -19.94853 0.309
C -13.63442 -12.36782 -16.75247 -0.251
O -12.89008 -12.17345 -15.53249 -0.516
H -13.15602 -13.13717 -17.34977 0.272
H -14.64631 -12.63364 -16.43285 0.076
H -13.68699 -11.42652 -17.30872 0.157
H -13.30017 -11.41591 -15.11199 0.243
C -17.04858 -6.34382 -17.05146 -0.669
O -17.02164 -7.79156 -17.28996 -0.398
H -16.17908 -5.94962 -16.52864 0.281
H -17.22388 -5.86744 -18.00964 0.256
H -17.87171 -6.20945 -16.34678 0.356
H -17.88155 -8.17726 -17.57058 0.405
C -20.93391 -9.57944 -15.18698 -0.503
O -20.25702 -8.73083 -16.10430 -0.520
H -21.38400 -10.40654 -15.74130 0.273
H -20.22861 -9.92604 -14.42054 0.163
H -21.73442 -9.08649 -14.63812 0.285
H -19.69789 -9.29768 -16.65011 0.435
C -20.03094 -14.75669 -17.50393 -0.099
O -20.12559 -14.67845 -16.09581 -0.472
H -19.55718 -13.87612 -17.95031 -0.266
H -19.45009 -15.64332 -17.79119 0.259
H -21.01116 -14.90081 -17.96859 0.288
H -19.60660 -13.90178 -15.86775 0.351
C -17.30285 -12.98992 -14.90955 -0.295
O -18.58731 -12.61770 -14.42333 -0.526
H -16.85467 -13.79489 -14.32875 0.375
H -17.37640 -13.37699 -15.93408 0.111
H -16.61589 -12.13200 -14.93772 0.011
H -18.65178 -11.67451 -14.57756 0.227
C -16.39939 -9.84390 -22.77403 -0.274
O -15.17532 -9.63305 -23.53456 -0.547
H -16.32061 -10.54104 -21.94686 -0.007
H -16.53531 -8.79985 -22.48188 0.261
H -17.22661 -10.17848 -23.40361 0.258
H -15.42449 -9.01744 -24.22857 0.323
C -20.85687 -8.90666 -21.04840 -0.589
O -19.87611 -8.16344 -20.29131 -0.473
H -21.57094 -8.16432 -21.41005 0.259
H -20.36314 -9.28237 -21.94845 0.211
H -21.34468 -9.69607 -20.48271 0.301
H -19.80583 -8.67364 -19.47628 0.279

66
Properties=species:S:1:pos:R:3:mulliken_charge:R:1 method="wB97M-V/def2-TZVPD" de_lowest_kcal_mol=0.0 gap_ev=10.0 charge=+2 lumo_energy_ha=-0.15089
Pb -0.05556 -0.15243 0.14568 3.015
C 1.48638 1.95445 -2.54914 0.415
O 0.73500 1.19150 -1.94394 -0.522
N 1.15506 2.51529 -3.74234 -0.427
N 2.68941 2.34463 -2.03865 -0.435
H 0.22626 2.31413 -4.06588 0.256
H 1.72432 3.22603 -4.16529 0.182
H 3.29393 2.94045 -2.57669 0.167
H 2.95879 1.96852 -1.14441 0.216
C -1.21206 -1.69159 -3.09726 0.557
O -1.40237 -1.25972 -1.95210 -0.861
N -0.33407 -1.09934 -3.94980 -0.343
N -1.91762 -2.73921 -3.58875 -0.454
H 0.01036 -1.68618 -4.69030 0.218
H 0.12589 -0.25092 -3.67002 0.107
H -2.69948 -3.04990 -3.03893 0.263
H -1.84410 -3.02926 -4.54779 0.168
C -3.02728 1.63441 -1.04721 0.389
O -2.00787 1.34458 -0.40495 -0.505
N -3.45321 0.87645 -2.07372 -0.314
N -3.77721 2.71725 -0.72812 -0.400
H -2.98539 0.00226 -2.24794 0.190
H -4.21192 1.17463 -2.66022 0.150
H -4.46518 3.05601 -1.37769 0.163
H -3.64313 3.21542 0.12938 0.203
C 2.05265 -0.25654 3.33222 0.450
O 1.33661 -0.44288 2.35593 -0.427
N 1.62465 0.42088 4.42687 -0.378
N 3.34787 -0.69547 3.40520 -0.448
H 2.25215 0.57536 5.19511 0.163
H 0.68711 0.77359 4.46339 0.191
H 3.63282 -1.21346 2.59289 0.189
H 4.04758 -0.25533 3.97418 0.204
C -2.33483 0.91322 2.85643 0.423
O -1.19388 0.92370 2.39121 -0.374
N -3.04930 -0.21380 3.06313 -0.391
N -3.00211 2.07131 3.13301 -0.438
H -2.67151 -1.11806 2.84703 0.164
H -3.92973 -0.25712 3.54781 0.175
H -2.58412 2.92702 2.81343 0.206
H -4.00155 2.08144 3.24437 0.208
C 1.00060 3.24162 1.13848 0.582
O 1.26528 2.05825 0.92199 -0.559
N 1.19931 4.25603 0.26719 -0.378
N 0.47841 3.58430 2.36081 -0.469
H 1.52247 4.02681 -0.65523 0.216
H 1.27152 5.20055 0.60066 0.189
H 0.02663 2.78134 2.77759 0.095
H 0.10355 4.50299 2.52219 0.225
C 0.69861 -4.80923 1.04455 -1.578
C 0.86139 -3.31283 0.76299 0.653
C 1.34963 -3.08124 -0.65102 -0.838
O 1.76116 -1.74382 -0.94195 -0.250
C 2.52478 -1.69271 -2.14241 -0.810
N -0.36494 -2.57468 1.14561 -0.417
H 1.65834 -5.32434 1.06298 0.438
H 0.01573 -5.30418 0.35073 0.369
H 0.23603 -4.92753 2.02504 0.426
H 1.62020 -2.92712 1.44798 -0.093
H 0.61631 -3.39245 -1.40567 0.205
H 2.21887 -3.74543 -0.72435 0.487
H 1.95861 -2.12319 -2.97161 0.357
H 3.45294 -2.25333 -2.02701 0.326
H 2.68632 -0.63987 -2.35222 0.063
H -1.21592 -2.88849 0.68552 0.238
H -0.52919 -2.66271 2.14100 0.209

68
Properties=species:S:1:pos:R:3:mulliken_charge:R:1 method="wB97M-V/def2-TZVPD" s_squared=6.01 gap_ev="6.1 / 3.6" charge=+2 lumo_energy_ha="-0.26204 / -0.35272" multiplicity=5
Co -1.78721 -1.93257 -1.72043 0.859
O -0.30712 -0.88109 -1.10764 0.237
H -0.16935 0.08047 -1.21228 -0.108
C 0.89172 -2.78872 1.43061 -1.352
C 1.14541 -1.39902 2.08188 1.456
C 1.70272 -1.37742 3.48414 -1.120
O 3.09044 -1.51013 3.37852 -0.262
C 3.74489 -1.36656 4.61261 -0.834
N 1.76715 -0.58592 1.03022 -0.127
H 0.16698 -3.43726 1.92281 0.400
H 1.78323 -3.41558 1.41161 0.324
H 0.40504 -2.69459 0.45985 0.109
H 0.13632 -1.04068 2.28543 -0.079
H 1.21707 -2.04649 4.19448 0.420
H 1.45482 -0.37584 3.83554 0.389
H 4.80184 -1.60876 4.50175 0.243
H 3.41280 -2.00960 5.42767 0.319
H 3.61421 -0.33226 4.93075 0.337
H 1.05583 -0.82207 0.35320 -0.312
H 1.46429 0.35032 1.25786 0.135
C -3.07369 -2.55241 1.29232 0.622
O -2.54353 -2.16305 0.25315 -0.478
N -3.42194 -1.74857 2.23740 -0.386
N -3.50534 -3.74963 1.65075 -0.474
H -3.12255 -0.79976 2.06351 0.182
H -3.99674 -2.12284 2.97876 0.188
H -3.78282 -3.81900 2.61940 0.154
H -3.25127 -4.54893 1.08800 0.257
C 3.24472 2.14679 -1.16125 0.715
O 3.31470 1.10721 -0.52731 -0.438
N 2.12319 2.86694 -1.19441 -0.229
N 4.16909 2.70600 -1.93182 -0.426
H 1.33365 2.55979 -0.64451 0.154
H 1.98573 3.68871 -1.76527 0.245
H 4.01114 3.55505 -2.45553 0.171
H 4.98366 2.11210 -1.99400 0.266
C -4.29888 0.07978 -1.25125 0.799
O -3.22790 -0.41235 -1.57479 -0.752
N -5.38591 -0.60471 -1.09252 -0.425
N -4.44068 1.29723 -1.02982 -0.350
H -5.31130 -1.60084 -1.24171 0.197
H -6.19291 -0.20008 -0.63960 0.176
H -5.37132 1.53239 -0.71564 0.155
H -3.64723 1.91517 -1.12303 0.235
C -0.68332 2.60243 1.59144 0.536
O 0.14025 2.66809 0.69885 -0.640
N -1.19225 1.43391 1.94787 -0.123
N -1.22971 3.65396 2.13998 -0.428
H -1.00323 0.72621 1.25250 -0.200
H -1.82877 1.45820 2.73167 0.185
H -1.83869 3.55899 2.94012 0.160
H -0.80361 4.55076 1.95479 0.267
C 3.17933 -1.46207 -2.21663 0.783
O 3.43753 -1.86232 -1.07784 -0.230
N 1.97043 -1.22016 -2.63717 -0.054
N 4.09210 -0.98868 -3.05444 -0.393
H 1.21180 -1.40596 -1.99681 -0.061
H 1.82476 -0.70748 -3.49509 0.219
H 3.82049 -0.68544 -3.97877 0.176
H 5.07217 -1.11074 -2.84309 0.259
C -0.72389 2.62476 -3.67107 0.544
O -0.67287 3.78018 -3.26865 -0.622
N 0.07089 1.60670 -3.36214 -0.166
N -1.53892 2.24549 -4.60955 -0.444
H -0.22006 0.67422 -3.61887 0.205
H 0.73084 1.65707 -2.59923 -0.061
H -2.30026 2.89291 -4.75548 0.290
H -1.69785 1.25760 -4.47196 0.205

77
Properties=species:S:1:pos:R:3:mulliken_charge:R:1 method="wB97M-V/def2-TZVPD" de_lowest_kcal_mol=315.0 gap_ev=4.3 charge=+2 lumo_energy_ha=-0.30849
Hf -0.37200 -1.63830 -0.02965 2.190
C 0.64233 0.89670 0.45978 0.699
O 0.98504 0.24010 -0.59516 -0.601
O -0.58731 0.77746 0.40064 -0.295
O 0.91453 -0.04872 1.25120 -0.314
C 0.51573 -2.03861 -3.40297 0.713
O 0.52927 -2.13245 -2.21896 -0.561
N 1.60581 -2.38247 -4.10862 -0.468
N -0.37434 -1.69023 -4.24964 -0.121
H 1.66522 -2.23603 -5.10618 0.169
H 2.46396 -2.52629 -3.59579 0.195
H -0.18440 -1.78650 -5.23694 0.174
H -1.27100 -1.35699 -3.92555 -0.003
C -1.08734 1.67274 -4.30491 0.564
O -0.25758 1.49521 -5.16876 -0.702
N -0.82844 1.64253 -3.06629 0.100
N -2.34291 1.85379 -4.44754 -0.236
H -1.47655 2.11521 -2.45259 -0.055
H 0.14350 1.44943 -2.87097 0.031
H -2.86668 2.15322 -5.25756 0.235
H -2.88937 1.82687 -3.59856 0.066
C -0.75421 -0.70934 4.44027 0.524
O -0.01490 -1.66222 4.52367 -0.647
N -0.82697 0.25584 3.50013 -0.155
N -1.71967 -0.62096 5.29067 -0.348
H 0.00872 0.25596 2.93291 -0.214
H -1.15154 1.20668 3.60333 0.290
H -1.73119 -1.13816 6.15812 0.249
H -2.40250 0.11440 5.17635 0.207
C 2.70108 -2.65465 0.87576 0.429
O 1.69095 -2.73270 0.26325 -0.744
N 2.75487 -2.59974 2.15883 -0.196
N 3.81462 -2.22548 0.28173 -0.318
H 3.57209 -2.26892 2.65156 0.239
H 1.88187 -2.79606 2.62726 0.111
H 3.84021 -2.33837 -0.72162 0.185
H 4.50242 -1.76892 0.86361 0.387
C 4.51128 -0.04858 3.24415 0.666
O 5.01329 -0.92813 2.56128 -0.852
N 3.36198 0.47162 3.01481 -0.286
N 5.06112 0.47085 4.23318 -0.344
H 2.90923 0.05942 2.21155 0.093
H 2.93353 1.12658 3.65322 0.236
H 6.03515 0.40158 4.49119 0.282
H 4.43575 1.01873 4.80664 0.107
C -2.63739 3.69651 -0.65146 0.596
O -3.11092 2.88909 -1.42371 -0.736
N -1.60813 3.59088 0.08674 -0.284
N -3.17329 4.87208 -0.51314 -0.461
H -1.29523 2.65807 0.31496 0.195
H -1.41950 4.32635 0.75276 0.239
H -4.12726 4.98288 -0.82585 0.236
H -2.71298 5.69642 -0.15443 0.174
C -3.42455 -1.50640 1.69986 0.347
O -2.44222 -1.37463 0.95132 -0.787
N -4.31726 -2.42255 1.58923 -0.367
N -3.52712 -0.90425 2.82551 -0.370
H -4.96095 -2.49103 2.36452 0.194
H -4.31156 -3.16705 0.90675 0.237
H -3.78956 -1.35233 3.69179 0.427
H -2.75691 -0.29109 3.05113 0.107
C -2.97821 -0.94079 -2.12402 0.356
O -1.90640 -0.87985 -1.62413 -0.140
N -3.88708 -0.04901 -1.91340 -0.347
N -3.37140 -2.06038 -2.74444 -0.311
H -4.82194 -0.42990 -1.88066 0.251
H -3.76742 0.74196 -1.29684 0.173
H -2.92973 -2.95116 -2.92202 0.272
H -4.19179 -1.74630 -3.24285 0.156
C 4.36986 1.59027 -1.06483 0.512
O 5.28459 2.25737 -1.57857 -0.725
N 3.18562 1.80763 -1.35362 -0.217
N 4.57173 0.39540 -0.55759 -0.195
H 2.32406 1.33479 -1.12075 0.258
H 3.17592 2.65537 -1.90256 0.171
H 3.73028 -0.13038 -0.36888 0.168
H 5.47211 0.02588 -0.28765 0.192

78
Properties=species:S:1:pos:R:3:mulliken_charge:R:1 method="wB97M-V/def2-TZVPD" de_lowest_kcal_mol=237.7 gap_ev=7.0 charge=+2 lumo_energy_ha=-0.24813
Zn -0.34741 1.92381 2.14917 0.358
Zn 1.56969 -1.64899 1.96011 0.496
C 0.17678 0.07217 0.78095 2.113
O 0.54072 -1.00649 0.31605 0.529
O 0.41802 0.11579 2.03137 -1.603
O -0.45806 1.03021 0.32925 0.315
C -2.95160 -3.50069 1.16871 0.676
O -4.01558 -3.80765 0.72894 -0.682
N -2.16502 -2.64837 0.76095 0.283
N -2.42427 -3.97952 2.25544 -0.304
H -2.40145 -2.17375 -0.09866 -0.263
H -1.40800 -2.31768 1.34204 -0.344
H -3.07968 -4.46897 2.84788 0.253
H -1.54678 -3.53416 2.48296 0.053
C -4.11150 0.50103 -1.78662 0.526
O -4.27570 1.57478 -1.21107 -0.624
N -3.12021 -0.32194 -1.77109 -0.077
N -4.95181 0.09513 -2.70551 -0.372
H -3.22033 -1.31487 -1.92658 0.288
H -2.48922 0.06983 -1.08665 -0.252
H -4.78756 -0.80512 -3.13291 0.133
H -5.78018 0.60907 -2.96965 0.261
C 2.04397 1.79273 -2.63900 0.637
O 2.79982 0.99794 -2.24736 -0.683
N 2.11401 2.56208 -3.60585 -0.347
N 0.99787 2.10980 -2.01537 -0.176
H 2.84039 2.40881 -4.29067 0.266
H 1.58770 3.42411 -3.60769 0.139
H 0.47223 2.93649 -2.26110 0.121
H 0.62849 1.37875 -1.42442 -0.393
C 2.71088 2.76984 1.37136 0.450
O 1.47702 2.89517 1.52760 -0.472
N 3.59442 2.55132 2.34753 -0.339
N 3.19644 2.80667 0.16670 -0.233
H 4.52066 2.54788 1.94481 0.143
H 3.28429 2.31932 3.28031 0.224
H 2.53227 2.54025 -0.54604 0.220
H 4.20246 2.73218 0.11686 0.213
C 0.37218 -2.60148 -3.08265 0.397
O 0.03234 -3.18369 -4.16278 -0.743
N -0.46511 -2.33965 -2.12932 0.038
N 1.50962 -2.12073 -2.71976 -0.057
H -0.21821 -1.97497 -1.22039 -0.011
H -1.36249 -2.72953 -2.37991 0.165
H 2.20701 -2.18923 -3.44711 0.260
H 1.53350 -1.41202 -2.00054 -0.151
C 1.95718 -4.25539 0.48928 0.829
O 2.38994 -3.19743 0.93987 -0.512
N 2.38276 -4.81313 -0.57788 -0.378
N 0.88168 -4.86455 0.95147 -0.382
H 1.76935 -5.33496 -1.18741 0.269
H 2.99363 -4.08217 -0.91350 0.240
H 0.33920 -4.38124 1.65306 0.014
H 0.41801 -5.54071 0.36163 0.226
C -1.41296 4.23720 0.48241 0.688
O -1.24636 3.52021 1.42916 -0.584
N -1.46584 3.85004 -0.77553 -0.231
N -1.49263 5.55709 0.58764 -0.444
H -1.46754 2.84343 -0.85815 -0.012
H -1.72837 4.49142 -1.51025 0.222
H -1.55539 6.10354 -0.25944 0.131
H -1.79625 6.01480 1.43524 0.258
C -3.33672 1.02462 2.76718 0.720
O -2.17885 1.40398 2.86960 -0.583
N -4.22051 0.89727 3.68573 -0.405
N -3.75760 0.63885 1.60212 -0.084
H -5.20036 0.84939 3.44553 0.187
H -3.81270 0.83482 4.60763 0.238
H -3.02580 0.46295 0.92860 -0.299
H -4.71626 0.34986 1.46957 0.199
C 4.28229 -0.48672 1.14016 0.589
O 3.23416 -0.65251 1.67908 -0.444
N 5.41568 -0.09338 1.67808 -0.372
N 4.32346 -0.26645 -0.12904 -0.185
H 5.63063 -0.26934 2.64912 0.240
H 6.12585 0.40417 1.16019 0.194
H 3.43074 -0.10002 -0.57114 -0.078
H 5.05681 0.16857 -0.67038 0.318

62
Properties=species:S:1:pos:R:3:mulliken_charge:R:1 method="wB97M-V/def2-TZVPD" s_squared=0.76 gap_ev="8.4 / 2.8" charge=0 lumo_energy_ha="-0.05763 / -0.24003" multiplicity=2
N 0.33324 0.20373 -0.92033 0.963
O -0.53955 0.12135 -0.06613 -0.381
O 1.39226 -0.49538 -0.85702 -0.553
O 0.28042 1.10569 -1.74879 -0.670
C 1.29454 2.11327 -4.76808 -0.648
O 0.03742 1.54282 -4.42328 -0.534
H 1.91277 2.15881 -3.87152 0.285
H 1.70612 1.38917 -5.47121 0.236
H 1.23791 3.05322 -5.31707 0.265
H 0.08848 1.30853 -3.49370 0.536
C 0.82623 0.22005 3.00509 -0.333
O 1.91278 -0.17642 2.16617 -0.504
H 0.09049 -0.51723 3.32635 0.256
H 1.13324 0.67920 3.94478 0.356
H 0.20857 0.90895 2.42889 -0.016
H 1.63046 -0.57540 1.33991 0.224
C -1.70797 4.86068 -1.28804 -0.713
O -1.92111 3.51659 -1.42276 -0.398
H -2.54691 5.55654 -1.29457 0.275
H -1.17588 5.02481 -0.35100 0.276
H -1.01402 5.11648 -2.08873 0.311
H -1.11477 3.08438 -1.71363 0.284
C 0.24931 -3.86818 0.67350 0.016
O 1.36042 -4.13399 1.53780 -0.564
H 0.50245 -3.03868 0.01323 -0.118
H 0.18742 -4.68966 -0.04025 0.350
H -0.70344 -3.62624 1.14450 -0.059
H 2.10631 -4.35035 0.97349 0.385
C 3.15479 -3.76716 -1.18504 -0.146
O 3.18962 -4.92864 -0.30097 -0.575
H 2.65450 -2.92481 -0.70728 -0.318
H 4.13917 -3.44373 -1.52339 0.375
H 2.49219 -3.93182 -2.03472 0.374
H 3.57957 -5.66109 -0.78373 0.300
C 4.48215 -0.82360 -3.04493 0.615
O 5.13099 -0.93814 -4.05864 -0.711
N 3.19426 -0.54383 -3.18169 -0.201
N 4.81191 -0.99933 -1.87211 -0.273
H 2.76759 -0.27526 -4.05687 0.115
H 2.56717 -0.37622 -2.40789 0.222
H 4.16226 -0.63301 -1.19103 0.176
H 5.76249 -1.31999 -1.75525 0.227
C -3.92016 -1.37481 1.82955 0.612
O -4.70933 -0.57082 1.45572 -0.671
N -2.58015 -1.40155 1.63883 0.019
N -4.24366 -2.48286 2.37213 -0.373
H -2.06646 -2.18666 2.01277 0.122
H -2.12296 -0.58415 1.26075 0.009
H -5.23527 -2.63101 2.49409 0.265
H -3.56427 -3.22977 2.39775 0.142
C -2.78617 2.47888 1.33432 -0.904
C -2.68760 1.98200 2.81606 0.927
C -1.84473 2.91666 3.64854 -1.594
O -4.05482 1.88741 3.16896 -0.613
H -1.94554 2.15313 0.72168 0.088
H -2.81531 3.56840 1.32008 0.381
H -3.62452 2.15108 0.71966 0.410
H -2.34109 0.96877 3.01952 0.021
H -0.82120 2.98465 3.27995 0.319
H -1.76556 2.46278 4.63638 0.382
H -2.29090 3.90799 3.72794 0.421
H -4.43645 1.07383 2.83127 0.332

Number 1: F_max 0.056 hartree/bohr. Number 2: F_max 0.022 hartree/bohr. Number 3: F_max 0.117 hartree/bohr. Number 4: F_max 0.259 hartree/bohr. Number 5: F_max 0.213 hartree/bohr. Number 6: F_max 0.155 hartree/bohr.